[1]
Formula: C3H7Cl2NO2Si
Source: the Open Molecules 2025 dataset
Level of theory: wB97M-V/def2-TZVPD

Each line ends with the Löwdin charge.
Geometry (Å):
C  1.165  -0.092  1.525  -0.112
C  -0.227  0.941  -1.889  -0.240
C  -0.177  -0.689  0.900  -0.335
N  0.140  -1.636  -0.063  -0.515
O  -0.677  -2.502  -0.189  0.077
O  1.102  -1.495  -0.765  0.054
Si  -1.015  0.842  -0.194  -0.258
Cl  -0.645  2.474  0.923  0.396
Cl  -2.947  0.360  -0.192  0.392
H  1.827  -0.871  2.042  0.108
H  1.656  0.515  0.753  0.064
H  0.960  0.432  2.412  0.030
H  -0.232  1.979  -2.386  0.055
H  0.785  0.473  -1.801  0.024
H  -0.806  0.361  -2.792  0.101
H  -0.909  -1.090  1.714  0.159

SMILES string: C[C@H]([N+](=O)[O-])[Si](C)(Cl)Cl
Energy relative to the best compared isomer or geometry (same formula, charge and spin) in kJ/mol: 103.3
Electronic energy in Eh: -1533.61359
2S+1: 1



[2]
Formula: C3H7Cl2NSi
Source: the Open Molecules 2025 dataset
Level of theory: wB97M-V/def2-TZVPD

Each line ends with the Löwdin charge.
Geometry (Å):
C  2.601  -0.471  1.197  -0.074
C  1.886  -0.613  0.073  -0.301
C  -2.025  1.331  0.000  -0.152
N  -0.851  0.432  0.027  -0.210
Si  0.689  0.682  -0.579  -0.098
Cl  1.278  2.617  -0.432  0.353
Cl  1.009  0.287  -2.914  -0.016
H  3.341  -1.381  1.478  0.107
H  2.741  0.367  1.813  0.023
H  2.149  -1.549  -0.454  0.060
H  -2.904  1.024  0.657  0.094
H  -1.676  2.327  -0.070  0.035
H  -2.656  1.060  -0.930  0.094
H  -1.091  -0.553  0.061  0.084

SMILES string: C=C[Si](Cl)(Cl)NC
Energy relative to the best compared isomer or geometry (same formula, charge and spin) in kJ/mol: 0.0
Electronic energy in Eh: -1383.20810
2S+1: 1



[3]
Formula: C3H7Cl3Si
Source: the Open Molecules 2025 dataset
Level of theory: wB97M-V/def2-TZVPD

Each line ends with the Löwdin charge.
Geometry (Å):
C  1.337  -2.632  0.141  -0.284
C  0.714  0.260  1.787  -0.284
C  -1.426  2.513  -1.355  -1.104
Si  0.353  -1.182  0.869  0.209
Cl  -0.782  3.732  -2.353  0.551
Cl  -1.639  0.977  -2.194  0.506
Cl  -1.568  -1.842  0.838  0.285
H  1.421  -2.469  -1.072  0.084
H  2.360  -2.655  0.521  0.007
H  0.726  -3.612  0.140  0.040
H  -0.051  1.047  1.861  -0.045
H  1.691  0.415  2.353  -0.011
H  -2.351  2.992  -1.095  0.009
H  -0.785  2.456  -0.441  0.038

SMILES string: C=[Si](C)Cl.ClCCl
Energy relative to the best compared isomer or geometry (same formula, charge and spin) in kJ/mol: 549.2
Electronic energy in Eh: -1788.53583
2S+1: 1



| no. | molecular weight (g mol⁻¹) | HOMO level (Eh) |
| --- | --- | --- |
| 1 | 188.09 | -0.3930 |
| 2 | 156.09 | -0.3631 |
| 3 | 177.53 | -0.3051 |